one.
{"formula": "CH4BrN2O", "method": "ωB97M-V/def2-TZVPD", "homo_energy_ev": -14.80, "total_charge": 1, "homo_lumo_gap_ev": 9.33, "symbols": ["N", "C", "Br", "N", "O", "H", "H", "H", "H"], "coordinates": [[-0.35, 1.62, 0.00], [0.25, 0.49, -0.11], [2.13, 0.25, -0.04], [-0.63, -1.05, -0.11], [0.28, -2.06, 0.06], [-1.35, 1.50, 0.12], [0.07, 2.50, 0.11], [-1.24, -1.08, 0.70], [0.84, -2.17, -0.72]]}


two.
{"formula": "CH4BrN2O", "method": "ωB97M-V/def2-TZVPD", "homo_energy_ev": -15.37, "total_charge": 1, "homo_lumo_gap_ev": 10.05, "symbols": ["C", "N", "N", "O", "Br", "H", "H", "H", "H"], "coordinates": [[0.45, -0.23, -0.06], [-0.70, -1.68, 0.37], [-0.12, 0.93, 0.11], [0.52, 2.15, -0.01], [2.26, -0.58, -0.42], [-0.07, -2.35, 0.82], [-1.30, -1.85, -0.41], [-1.10, 0.85, 0.21], [0.06, 2.75, -0.61]]}


The structure with the least stability is two.


one.
{"formula": "C3H14NO3", "method": "ωB97M-V/def2-TZVPD", "multiplicity": 2, "homo_energy_ev": [-18.88, -18.87], "total_charge": 2, "homo_lumo_gap_ev": [11.35, 4.21], "symbols": ["C", "O", "C", "C", "N", "H", "H", "H", "H", "H", "H", "H", "H", "H", "H", "H", "H", "O", "H", "H", "O"], "coordinates": [[-0.19, -2.01, -0.47], [1.07, -2.26, -0.93], [-0.42, -0.48, -0.13], [-1.53, -0.39, 0.84], [0.86, 0.20, 0.28], [-0.93, -2.32, -1.23], [-0.35, -2.66, 0.41], [1.14, -2.94, -1.64], [-0.59, -0.06, -1.15], [-1.25, 0.34, 1.65], [-1.64, -1.28, 1.47], [-2.58, -0.14, 0.54], [1.58, -0.37, -0.15], [0.90, 1.20, -0.04], [1.01, 0.34, 1.28], [3.05, 3.20, 0.56], [2.97, 1.80, 0.95], [2.61, 2.39, 0.27], [-1.66, 1.56, -1.56], [-2.46, 1.93, -0.26], [-1.58, 1.94, -0.68]]}


two.
{"formula": "C3H14NO3", "method": "ωB97M-V/def2-TZVPD", "multiplicity": 2, "homo_energy_ev": [-19.53, -19.53], "total_charge": 2, "homo_lumo_gap_ev": [12.17, 4.94], "symbols": ["C", "O", "C", "C", "N", "H", "H", "H", "H", "H", "H", "H", "H", "H", "H", "H", "H", "O", "H", "H", "O"], "coordinates": [[0.29, 1.67, 0.39], [-0.68, 1.58, -0.63], [0.87, 0.35, 0.90], [1.57, 0.50, 2.13], [-0.35, -0.64, 1.16], [1.06, 2.40, 0.03], [-0.38, 2.02, 1.24], [-0.16, 1.17, -1.37], [1.58, -0.32, 0.16], [0.97, 1.04, 2.89], [2.45, 1.04, 2.04], [1.82, -0.43, 2.67], [-0.80, -0.56, 2.13], [-1.22, -0.60, 0.51], [0.10, -1.52, 1.26], [-2.30, -3.02, -0.69], [-1.84, -1.76, -1.43], [-1.67, -2.31, -0.65], [0.74, 0.06, -3.49], [-0.51, -0.74, -2.88], [0.42, -0.44, -2.69]]}


The structure with the least stability is two.


one.
{"formula": "C5H9NO3", "method": "ωB97M-V/def2-TZVPD", "homo_energy_ev": -9.57, "homo_lumo_gap_ev": 9.98, "symbols": ["C", "C", "C", "C", "C", "N", "O", "O", "O", "H", "H", "H", "H", "H", "H", "H", "H", "H"], "coordinates": [[-2.91, 0.18, 0.10], [2.35, -0.02, 0.16], [1.82, -0.49, -1.20], [0.48, -1.39, 0.42], [-1.93, 1.35, 0.16], [1.42, -0.71, 1.05], [-2.42, -1.03, 0.32], [-4.08, 0.34, -0.13], [0.66, -1.28, -0.86], [3.38, -0.32, 0.34], [2.27, 1.07, 0.29], [1.50, 0.32, -1.85], [2.52, -1.13, -1.73], [-1.46, 1.44, -0.82], [-1.17, 1.18, 0.91], [-2.48, 2.26, 0.37], [-1.44, -1.12, 0.43], [1.50, -0.64, 2.05]]}


two.
{"formula": "C5H9NO3", "method": "ωB97M-V/def2-TZVPD", "homo_energy_ev": -10.88, "homo_lumo_gap_ev": 11.47, "symbols": ["C", "O", "C", "O", "O", "H", "H", "H", "H", "C", "C", "C", "N", "H", "H", "H", "H", "H"], "coordinates": [[1.08, 2.21, 0.43], [1.45, 1.68, -0.85], [1.75, 0.36, -0.95], [1.54, -0.48, -0.12], [2.40, 0.15, -2.10], [1.41, 3.24, 0.42], [-0.01, 2.21, 0.47], [1.50, 1.66, 1.27], [2.57, -0.80, -2.21], [-1.12, -1.73, 1.13], [-1.84, -1.25, -0.13], [-1.70, 0.21, -0.29], [-1.89, 1.34, -0.30], [-0.06, -1.52, 1.06], [-1.50, -1.23, 2.02], [-1.23, -2.81, 1.23], [-1.45, -1.76, -1.02], [-2.91, -1.47, -0.05]]}


The structure with the least stability is one.


one.
{"formula": "C5H9NO3", "method": "ωB97M-V/def2-TZVPD", "homo_energy_ev": -9.76, "homo_lumo_gap_ev": 10.56, "symbols": ["C", "C", "C", "C", "C", "N", "O", "O", "O", "H", "H", "H", "H", "H", "H", "H", "H", "H"], "coordinates": [[-0.46, 0.22, 0.68], [1.83, 0.16, -0.54], [2.53, 0.81, 0.67], [-2.82, -0.05, -0.50], [0.52, -0.52, -0.23], [-3.00, -1.32, -0.71], [-1.72, -0.41, 0.75], [-2.98, 1.07, -0.83], [0.23, -1.61, -0.69], [-2.09, -1.50, 0.17], [-3.66, -1.63, -1.40], [-0.59, 1.24, 0.31], [-0.03, 0.28, 1.68], [2.48, -0.58, -1.01], [1.62, 0.93, -1.29], [1.94, 1.62, 1.09], [2.71, 0.07, 1.46], [3.49, 1.22, 0.37]]}


two.
{"formula": "C5H9NO3", "method": "ωB97M-V/def2-TZVPD", "homo_energy_ev": -9.65, "homo_lumo_gap_ev": 10.00, "symbols": ["N", "C", "C", "O", "C", "C", "C", "O", "O", "H", "H", "H", "H", "H", "H", "H", "H", "H"], "coordinates": [[-2.56, -1.24, 0.31], [-1.89, -0.28, -0.49], [-0.89, 0.60, 0.16], [-0.93, 0.69, 1.42], [0.34, 1.23, -0.55], [1.63, 0.95, 0.24], [2.16, -0.39, 0.21], [3.37, -0.72, 0.37], [1.25, -1.37, -0.08], [-2.01, -1.96, 0.60], [-2.77, -0.95, 1.19], [-1.31, -0.73, -1.46], [-2.60, 0.65, -0.99], [0.05, 2.38, -0.73], [0.33, 0.75, -1.45], [2.57, 1.66, -0.11], [1.45, 1.10, 1.42], [1.82, -2.38, -0.05]]}


three.
{"formula": "C5H9NO3", "method": "ωB97M-V/def2-TZVPD", "homo_energy_ev": -9.06, "homo_lumo_gap_ev": 9.66, "symbols": ["C", "C", "O", "C", "C", "O", "N", "C", "O", "H", "H", "H", "H", "H", "H", "H", "H", "H"], "coordinates": [[1.27, 0.29, 1.70], [0.58, 0.96, 0.55], [1.00, 1.90, -0.07], [-1.21, 0.78, 0.67], [-1.13, -0.59, 0.18], [-1.39, -1.62, 0.78], [-0.06, -0.64, -0.79], [-0.16, 0.00, -2.10], [0.52, -1.91, -0.90], [0.75, -0.62, 2.01], [2.30, 0.09, 1.42], [1.28, 0.99, 2.54], [-1.52, 1.51, -0.07], [-1.67, 0.84, 1.65], [0.76, -0.19, -2.64], [-1.01, -0.39, -2.66], [-0.26, 1.07, -1.97], [-0.04, -2.45, -0.29]]}


The structure with the least stability is three.


one.
{"formula": "C4H5P", "method": "ωB97M-V/def2-TZVPD", "homo_energy_ev": -8.43, "homo_lumo_gap_ev": 8.13, "symbols": ["C", "C", "C", "P", "C", "H", "H", "H", "H", "H"], "coordinates": [[-1.64, -0.52, 0.03], [-0.42, -1.06, -0.02], [0.77, -0.32, -0.02], [2.44, -0.20, 0.02], [1.24, 1.23, -0.01], [-2.53, -1.12, 0.03], [-1.77, 0.55, 0.09], [-0.30, -2.14, -0.07], [1.12, 1.78, -0.93], [1.09, 1.80, 0.89]]}


two.
{"formula": "C4H5P", "method": "ωB97M-V/def2-TZVPD", "homo_energy_ev": -8.91, "homo_lumo_gap_ev": 10.08, "symbols": ["C", "P", "C", "H", "H", "H", "C", "C", "H", "H"], "coordinates": [[1.10, -0.34, -1.66], [-0.26, 0.79, -2.15], [1.33, 0.10, -2.91], [1.39, -0.88, -0.76], [-1.05, -0.27, -2.70], [1.96, 0.23, -3.65], [-0.05, -0.70, 2.03], [-0.55, 0.38, 1.90], [0.26, -1.69, 2.17], [-1.11, 1.36, 2.00]]}


The structure with the least stability is two.


one.
{"formula": "C3H3NO3P", "method": "ωB97M-V/def2-TZVPD", "homo_energy_ev": -2.82, "total_charge": -1, "homo_lumo_gap_ev": 6.61, "symbols": ["C", "C", "C", "N", "O", "O", "O", "P", "H", "H", "H"], "coordinates": [[0.57, -0.34, -0.56], [0.61, 2.70, 0.60], [-1.17, -1.90, -0.66], [-0.50, -0.76, -1.08], [0.96, 2.98, -0.51], [0.08, 2.86, 1.63], [2.56, 0.64, 1.09], [1.10, 0.50, 0.83], [-2.00, -1.67, 0.22], [-0.42, -2.51, -0.16], [-1.79, -2.50, -1.39]]}


two.
{"formula": "C3H3NO3P", "method": "ωB97M-V/def2-TZVPD", "homo_energy_ev": [-3.46, -2.20], "total_charge": -1, "homo_lumo_gap_ev": [7.18, 5.91], "symbols": ["C", "C", "C", "N", "O", "O", "O", "P", "H", "H", "H"], "coordinates": [[1.42, -0.90, -0.45], [0.47, -1.82, -0.12], [-2.28, -0.26, -0.18], [-2.02, -1.43, 0.01], [0.34, -3.03, 0.13], [1.33, 0.55, -0.22], [3.96, 0.17, -0.32], [2.61, -0.10, 0.66], [3.68, 0.50, -1.11], [-3.34, 0.03, -0.40], [-1.65, 0.58, -0.14]]}


The structure with the least stability is two.